No. 1
Here is a structure of composition C25H36BHgN6 at a distorted geometry from OMol25. Energies are from ωB97M-V/def2-TZVPD.

XYZ file:
```
69
C25H36BHgN6, DFT ωB97M-V/def2-TZVPD
Hg -0.48046 0.43466 0.61084
C 0.60310 -0.05660 5.10290
C 2.01901 0.40497 5.26630
C 2.87901 -0.33860 6.29662
C 2.67809 0.27511 3.95625
C 2.80869 1.42904 3.21977
C 3.26125 1.40646 1.87230
C 3.59653 0.27109 1.27377
C 4.09687 0.16280 -0.15112
C 3.39071 -0.93019 2.00116
C 3.07082 -0.94713 3.34412
H -0.07161 0.11193 5.95738
H 0.50033 -1.13071 4.92523
H 0.13232 0.45098 4.24320
H 2.09347 1.46170 5.64306
H 2.89653 -1.41931 6.17329
H 2.70872 -0.11750 7.32695
H 3.90681 -0.05911 6.12758
H 2.57431 2.38342 3.57714
H 3.43087 2.36613 1.39522
H 3.17640 0.17901 -0.65237
H 4.54291 -0.81131 -0.37887
H 4.74948 0.98265 -0.49873
H 3.66751 -1.87990 1.52998
H 2.97190 -1.86261 3.93585
C 1.61800 -3.16871 -0.86656
C 0.90627 -2.34166 -1.87988
C 1.04020 -2.35700 -3.30432
C 0.09872 -1.44789 -3.72408
C 0.05235 -0.99535 -5.15119
N -0.57164 -0.95073 -2.67057
N -0.03484 -1.50089 -1.48526
B -1.73102 0.00647 -2.62416
N -2.79047 -0.51463 -1.62096
N -2.59681 -0.20929 -0.28029
C -3.51620 -0.83596 0.43046
C -3.58557 -0.87651 1.90175
C -4.34000 -1.46533 -0.47569
C -3.83497 -1.30883 -1.75467
C -4.19409 -1.91526 -3.09368
N -1.33088 1.47916 -2.32485
N -0.18688 1.74861 -1.56015
C -0.29509 3.07208 -1.28271
C 0.65558 3.74986 -0.43910
C -1.44057 3.66773 -1.78223
C -2.03762 2.59533 -2.44236
C -3.36314 2.59733 -3.23494
H 2.66244 -3.30070 -1.15914
H 1.16015 -4.24157 -0.81763
H 1.57447 -2.71411 0.13307
H 1.67040 -2.93458 -3.97606
H 0.78343 -1.54951 -5.73385
H 0.38644 0.08052 -5.15939
H -0.95542 -0.89920 -5.71318
H -2.17255 0.14919 -3.65075
H -2.90217 -1.67819 2.25797
H -4.61130 -0.97460 2.33531
H -3.19149 0.10561 2.24096
H -5.25912 -1.96629 -0.30918
H -5.15119 -2.31907 -3.11636
H -3.40985 -2.62021 -3.34115
H -4.03762 -1.08476 -3.74581
H 1.31545 4.27997 -1.15089
H 1.16160 3.03758 0.20025
H 0.14182 4.47391 0.16696
H -1.87707 4.63332 -1.64191
H -3.79339 1.66574 -3.03642
H -3.18337 2.67855 -4.30157
H -4.03651 3.38294 -2.91356
```

* total energy: -40300.942 eV
* E_LUMO (spin up / spin down): 0.744 / -1.799 eV
* multiplicity: 2
* total charge: 0
* relative energy (zero: lowest compared OMol25 entry of this formula, charge and spin): 134.52 kJ/mol

Here are the natural (NBO) charges for atoms 1 to 4, given in e: 0.82, -0.60, -0.25, -0.60

---

No. 2
Here is a cluster of 3 separate species, C25H36BNO10S2 in total at a distorted geometry from OMol25. Energies are from ωB97M-V/def2-TZVPD.

XYZ file:
```
75
C25H36BNO10S2, DFT ωB97M-V/def2-TZVPD
C 2.35497 -1.33808 -0.46634
O 3.65192 -1.39013 -1.08976
B 3.84927 -0.31311 -1.94661
O 4.26934 -0.49100 -3.25874
C 3.57171 1.15077 -1.37937
C 4.02951 1.44544 -0.10127
C 3.76062 2.71322 0.41158
C 3.05490 3.60713 -0.36121
C 2.59766 3.31369 -1.65185
C 2.86509 2.05617 -2.16451
C 1.81910 4.37567 -2.41562
O 1.90701 4.52948 -3.61552
C 0.91039 5.21452 -1.53984
C 1.33841 5.49155 -0.31475
C 0.52855 6.27085 0.70869
C 0.04352 5.22936 1.76710
C -0.78220 4.06425 1.16728
C -2.14991 4.59423 0.69007
N -2.86172 3.68296 -0.18172
C -2.63398 3.43021 -1.48454
C -3.50206 2.54005 -2.03809
C -4.39813 2.19853 -0.87236
C -3.93025 2.93266 0.16575
C 2.69098 4.98764 0.16889
O 3.41178 5.62454 0.90634
H 1.60244 -0.82547 -1.08263
H 1.98957 -2.34454 -0.22731
H 2.42897 -0.80478 0.49458
H 3.53426 -0.92016 -3.71920
H 4.55791 0.72853 0.52330
H 4.06189 3.01168 1.41620
H 2.49457 1.79505 -3.15500
H -0.05449 5.56605 -1.90776
H 1.18239 7.01910 1.18094
H -0.29297 6.82836 0.24436
H -0.48547 5.71481 2.60042
H 0.95692 4.78866 2.20126
H -0.96498 3.37398 2.00809
H -0.23554 3.49166 0.41093
H -2.02933 5.53701 0.13506
H -2.74971 4.81735 1.58031
H -1.82341 3.89929 -2.04098
H -3.56366 2.18165 -3.05652
H -5.23916 1.51706 -0.86370
H -4.40364 2.89830 1.14430
O -2.78891 -1.19007 -2.81746
S -3.86462 -1.84042 -2.13379
O -4.33574 -1.37884 -0.86632
O -3.56114 -3.40475 -2.05122
C -2.32478 -3.81528 -1.43574
C -2.34723 -3.67310 0.07270
C -5.24625 -1.95788 -3.22260
H -1.49027 -3.26112 -1.87100
H -2.18813 -4.86356 -1.69934
H -2.41697 -2.62718 0.37066
H -1.43740 -4.08490 0.51200
H -3.21104 -4.18734 0.49582
H -4.90899 -2.33737 -4.18352
H -5.65735 -0.95645 -3.33410
H -5.98758 -2.61769 -2.77899
O 0.41973 -4.82412 1.94746
S 0.83332 -6.16917 2.22386
O 0.02169 -7.05767 2.99428
O 2.30387 -6.14185 2.83589
C 2.53307 -5.35265 4.01933
C 1.95987 -6.00151 5.26419
C 1.23572 -6.96638 0.70471
H 2.13755 -4.34459 3.87991
H 3.61367 -5.26459 4.12051
H 0.87217 -6.04632 5.22274
H 2.23912 -5.43356 6.15227
H 2.32279 -7.02468 5.36593
H 1.87766 -6.31236 0.12011
H 0.30144 -7.15014 0.17791
H 1.73161 -7.90863 0.92351
```

* total energy: -70820.970 eV
* E_LUMO: -0.717 eV
* total charge: 0
* structure (SMILES): COB(O)c1ccc2c(c1)C(=O)C=C(CCCCn1cccc1)C2=O.CCOS(C)(=O)=O.CCOS(C)(=O)=O

Here are the Löwdin charges for atoms 1 to 4, given in e: -0.06, 0.02, -0.57, 0.16

---

No. 3
Here is a structure of composition C25H36BrCoN3O7SSi from OMol25. Energies are from ωB97M-V/def2-TZVPD.

XYZ file:
```
75
C25H36BrCoN3O7SSi, DFT ωB97M-V/def2-TZVPD
Co 1.29626 1.40270 0.47687
C 0.17676 1.88706 3.88837
C 1.58607 1.76559 3.44298
N 2.00379 1.52913 2.21107
C 3.37155 1.52138 2.21151
C 3.80850 1.74292 3.47743
N 2.67000 1.89980 4.23299
C 5.15179 1.82255 4.10038
O 6.17464 1.61616 3.30188
O 5.24006 2.03665 5.28611
C 4.03568 1.32312 0.88725
O 5.26617 1.29874 0.83788
O 3.20803 1.18146 -0.07691
H -0.48141 1.73500 3.03605
H -0.01556 2.88509 4.28187
H -0.05363 1.14448 4.65265
H 2.69321 2.09686 5.22231
H 5.89117 1.41090 2.35624
C 0.47545 -4.29067 1.18305
C -0.83392 -3.93292 0.46370
C -1.21172 -5.12254 -0.43883
C -1.90804 -3.80229 1.55425
Si -0.71611 -2.33419 -0.59440
Br 0.36383 -0.87540 0.85725
C -2.40326 -1.49745 -0.96448
C -3.39169 -2.53194 -1.53696
C -2.24953 -0.37583 -2.00378
C -3.04536 -0.85183 0.27244
C 0.46129 -2.44897 -2.10008
C 1.70700 -3.28297 -1.75997
C -0.25629 -3.12789 -3.28214
C 0.96292 -1.07420 -2.57044
H 0.30086 -5.19736 1.76938
H 0.79639 -3.51292 1.87612
H 1.30083 -4.49725 0.50339
H -1.34822 -6.00959 0.18690
H -0.42942 -5.35696 -1.15855
H -2.14109 -4.96813 -0.98761
H -1.88921 -4.70633 2.16952
H -2.91521 -3.70756 1.15276
H -1.72345 -2.95487 2.21772
H -3.01210 -3.03083 -2.42918
H -4.31204 -2.01513 -1.82461
H -3.66782 -3.29894 -0.81461
H -1.94431 -0.74322 -2.98259
H -1.54210 0.38992 -1.68878
H -3.22469 0.10540 -2.13185
H -3.22605 -1.54636 1.09015
H -4.01349 -0.43889 -0.02528
H -2.44218 -0.02578 0.65466
H 1.47546 -4.32939 -1.56449
H 2.25439 -2.88324 -0.90418
H 2.38479 -3.25744 -2.61738
H -0.60396 -4.13472 -3.04683
H 0.44670 -3.21621 -4.11568
H -1.10747 -2.55222 -3.64154
H 1.46889 -0.51579 -1.78207
H 0.17437 -0.44121 -2.97504
H 1.69571 -1.23731 -3.36560
O 0.07913 1.83399 -1.22933
C -0.08509 2.96933 -0.72903
N 0.43440 3.18017 0.48226
S 0.31667 4.73468 0.98533
O 1.60079 5.36300 1.01734
O -0.51518 4.80565 2.15421
C -0.59606 5.23623 -0.45542
C -1.09213 6.48674 -0.75446
C -1.76077 6.62749 -1.96634
C -1.91124 5.55399 -2.83941
C -1.39822 4.30198 -2.52600
C -0.74350 4.16062 -1.31643
H -0.96614 7.32176 -0.07963
H -2.16592 7.59277 -2.23937
H -2.43112 5.70196 -3.77599
H -1.49890 3.46148 -3.19900
```

* total energy: -171699.000 eV
* E_LUMO (spin up / spin down): -0.343 / -0.357 eV
* multiplicity: 2
* total charge: 0
* relative energy (zero: lowest compared OMol25 entry of this formula, charge and spin): 0.00 kJ/mol

Here are the Löwdin charges for atoms 1 to 4, given in e: 0.40, 0.02, -0.30, 0.04

---

Please write out number 1 again, unchanged.
Here is a structure of composition C25H36BHgN6 at a distorted geometry from OMol25. Energies are from ωB97M-V/def2-TZVPD.

XYZ file:
```
69
C25H36BHgN6, DFT ωB97M-V/def2-TZVPD
Hg -0.48046 0.43466 0.61084
C 0.60310 -0.05660 5.10290
C 2.01901 0.40497 5.26630
C 2.87901 -0.33860 6.29662
C 2.67809 0.27511 3.95625
C 2.80869 1.42904 3.21977
C 3.26125 1.40646 1.87230
C 3.59653 0.27109 1.27377
C 4.09687 0.16280 -0.15112
C 3.39071 -0.93019 2.00116
C 3.07082 -0.94713 3.34412
H -0.07161 0.11193 5.95738
H 0.50033 -1.13071 4.92523
H 0.13232 0.45098 4.24320
H 2.09347 1.46170 5.64306
H 2.89653 -1.41931 6.17329
H 2.70872 -0.11750 7.32695
H 3.90681 -0.05911 6.12758
H 2.57431 2.38342 3.57714
H 3.43087 2.36613 1.39522
H 3.17640 0.17901 -0.65237
H 4.54291 -0.81131 -0.37887
H 4.74948 0.98265 -0.49873
H 3.66751 -1.87990 1.52998
H 2.97190 -1.86261 3.93585
C 1.61800 -3.16871 -0.86656
C 0.90627 -2.34166 -1.87988
C 1.04020 -2.35700 -3.30432
C 0.09872 -1.44789 -3.72408
C 0.05235 -0.99535 -5.15119
N -0.57164 -0.95073 -2.67057
N -0.03484 -1.50089 -1.48526
B -1.73102 0.00647 -2.62416
N -2.79047 -0.51463 -1.62096
N -2.59681 -0.20929 -0.28029
C -3.51620 -0.83596 0.43046
C -3.58557 -0.87651 1.90175
C -4.34000 -1.46533 -0.47569
C -3.83497 -1.30883 -1.75467
C -4.19409 -1.91526 -3.09368
N -1.33088 1.47916 -2.32485
N -0.18688 1.74861 -1.56015
C -0.29509 3.07208 -1.28271
C 0.65558 3.74986 -0.43910
C -1.44057 3.66773 -1.78223
C -2.03762 2.59533 -2.44236
C -3.36314 2.59733 -3.23494
H 2.66244 -3.30070 -1.15914
H 1.16015 -4.24157 -0.81763
H 1.57447 -2.71411 0.13307
H 1.67040 -2.93458 -3.97606
H 0.78343 -1.54951 -5.73385
H 0.38644 0.08052 -5.15939
H -0.95542 -0.89920 -5.71318
H -2.17255 0.14919 -3.65075
H -2.90217 -1.67819 2.25797
H -4.61130 -0.97460 2.33531
H -3.19149 0.10561 2.24096
H -5.25912 -1.96629 -0.30918
H -5.15119 -2.31907 -3.11636
H -3.40985 -2.62021 -3.34115
H -4.03762 -1.08476 -3.74581
H 1.31545 4.27997 -1.15089
H 1.16160 3.03758 0.20025
H 0.14182 4.47391 0.16696
H -1.87707 4.63332 -1.64191
H -3.79339 1.66574 -3.03642
H -3.18337 2.67855 -4.30157
H -4.03651 3.38294 -2.91356
```

* total energy: -40300.942 eV
* E_LUMO (spin up / spin down): 0.744 / -1.799 eV
* multiplicity: 2
* total charge: 0
* relative energy (zero: lowest compared OMol25 entry of this formula, charge and spin): 134.52 kJ/mol

Here are the natural (NBO) charges for atoms 1 to 4, given in e: 0.82, -0.60, -0.25, -0.60

---

> Which of these has the highest total energy?

C25H36BHgN6

---

> Which of these has the highest total energy?

C25H36BHgN6